# 1
2 unconnected molecules or ions with the total composition C3H7NO2S, computed with ωB97M-V/def2-TZVPD.

## Properties
HOMO energy in Eh: -0.3603
ΔE to the lowest compared entry with this formula, charge and spin in kcal per mole: 40.0
LUMO level in hartree: 0.022
Orbital gap in eV: 10.4

Each atom is followed by the atoms it is bonded to, with distances in Å.
Atoms and positions in Å:
1 C 1.0155 1.9415 1.3240  C2 1.480, H7 1.122, H8 1.055, H9 1.037
2 C 0.0723 1.3333 0.3597  C1 1.480, N3 1.254, H10 1.047
3 N -0.7933 0.5814 0.8674  C2 1.254, C4 1.320
4 C -1.8526 -0.1581 0.5977  N3 1.320, O5 1.183, O6 1.306
5 O -2.9348 0.2947 0.4443  C4 1.183
6 O -1.5656 -1.4267 0.7202  C4 1.306, H11 0.949
7 H 0.7561 3.0085 1.5564  C1 1.122
8 H 1.9895 1.9799 0.9213  C1 1.055
9 H 0.7808 1.4626 2.2137  C1 1.037
10 H 0.2431 1.3866 -0.6719  C2 1.047
11 H -2.3341 -1.9821 0.7635  O6 0.949
12 S 0.9244 -2.9043 -3.1212  H13 1.391, H14 1.350
13 H 2.0248 -2.7814 -3.9638  S12 1.391
14 H 1.6740 -2.7359 -2.0112  S12 1.350

Atomic partial charges in e from the natural (NBO) method, atoms 1 to 8: atom 1 (C): -0.672, atom 2 (C): 0.214, atom 3 (N): -0.470, atom 4 (C): 0.856, atom 5 (O): -0.615, atom 6 (O): -0.678, atom 7 (H): 0.231, atom 8 (H): 0.224

---

# 2
C3H7NO2S in the gas phase, computed with ωB97M-V/def2-TZVPD.

## Properties
HOMO energy in Eh: -0.3318
ΔE to the lowest compared entry with this formula, charge and spin in kcal per mole: 61.5
LUMO level in hartree: 0.010
Orbital gap in eV: 9.3

Each atom is followed by the atoms it is bonded to, with distances in Å.
Atoms and positions in Å:
1 N 0.6658 -0.8269 0.7637  C2 1.428, H8 1.146, H9 1.028
2 C -0.4807 -0.0189 0.4932  N1 1.428, C3 1.567, C5 1.589, H10 1.058
3 C 0.1388 1.3499 0.0473  C2 1.567, S4 1.835, H11 1.165, H12 1.218
4 S 1.5246 1.2755 -1.1529  C3 1.835, H13 1.459
5 C -1.3841 -0.4450 -0.7425  C2 1.589, O6 1.191, O7 1.376
6 O -2.4664 -0.0424 -1.0335  C5 1.191
7 O -0.7598 -1.5225 -1.3274  C5 1.376, H14 1.090
8 H 1.3754 -0.3720 1.5398  N1 1.146
9 H 0.5074 -1.6405 1.3717  N1 1.028
10 H -0.9217 0.2190 1.4254  C2 1.058
11 H 0.3350 2.1944 0.8256  C3 1.165
12 H -0.6432 1.7121 -0.8137  C3 1.218
13 H 2.0663 -0.0068 -0.7167  S4 1.459
14 H 0.0426 -1.8760 -0.6800  O7 1.090

Atomic partial charges in e from the natural (NBO) method, atoms 1 to 8: atom 1 (N): -0.887, atom 2 (C): -0.203, atom 3 (C): -0.554, atom 4 (S): -0.075, atom 5 (C): 0.804, atom 6 (O): -0.543, atom 7 (O): -0.700, atom 8 (H): 0.396

---

# 3
C3H7NO2S in the gas phase, computed with ωB97M-V/def2-TZVPD.

## Properties
HOMO energy in Eh: -0.3540
ΔE to the lowest compared entry with this formula, charge and spin in kcal per mole: 9.5
LUMO level in hartree: 0.025
Orbital gap in eV: 10.3

Each atom is followed by the atoms it is bonded to, with distances in Å.
Atoms and positions in Å:
1 O 2.0097 -0.6824 1.8602  C2 1.202
2 C 1.4911 0.1246 1.1356  O1 1.202, O3 1.382, N4 1.357
3 O 2.0521 1.3776 0.9788  C2 1.382, H8 0.969
4 N 0.2857 0.1177 0.5114  C2 1.357, C5 1.446, H9 1.007
5 C -0.2671 -1.0919 -0.0556  N4 1.446, C6 1.503, H10 1.106, H11 1.091
6 C -1.6522 -0.8989 -0.6070  C5 1.503, S7 1.796, H12 1.078, H13 1.100
7 S -1.7551 0.4421 -1.7979  C6 1.796, H14 1.340
8 H 2.9047 1.3051 1.4345  O3 0.969
9 H 0.1499 0.9754 0.0022  N4 1.007
10 H 0.4192 -1.5401 -0.7988  C5 1.106
11 H -0.2045 -1.8796 0.6965  C5 1.091
12 H -1.9716 -1.7819 -1.1371  C6 1.078
13 H -2.3899 -1.0097 0.2008  C6 1.100
14 H -2.7186 1.2485 -1.3327  S7 1.340

Atomic partial charges in e from the natural (NBO) method, atoms 1 to 8: atom 1 (O): -0.633, atom 2 (C): 0.883, atom 3 (O): -0.712, atom 4 (N): -0.640, atom 5 (C): -0.233, atom 6 (C): -0.559, atom 7 (S): -0.043, atom 8 (H): 0.496

---

Copy entry 3 word for word.
C3H7NO2S in the gas phase, computed with ωB97M-V/def2-TZVPD.

## Properties
HOMO energy in Eh: -0.3540
ΔE to the lowest compared entry with this formula, charge and spin in kcal per mole: 9.5
LUMO level in hartree: 0.025
Orbital gap in eV: 10.3

Each atom is followed by the atoms it is bonded to, with distances in Å.
Atoms and positions in Å:
1 O 2.0097 -0.6824 1.8602  C2 1.202
2 C 1.4911 0.1246 1.1356  O1 1.202, O3 1.382, N4 1.357
3 O 2.0521 1.3776 0.9788  C2 1.382, H8 0.969
4 N 0.2857 0.1177 0.5114  C2 1.357, C5 1.446, H9 1.007
5 C -0.2671 -1.0919 -0.0556  N4 1.446, C6 1.503, H10 1.106, H11 1.091
6 C -1.6522 -0.8989 -0.6070  C5 1.503, S7 1.796, H12 1.078, H13 1.100
7 S -1.7551 0.4421 -1.7979  C6 1.796, H14 1.340
8 H 2.9047 1.3051 1.4345  O3 0.969
9 H 0.1499 0.9754 0.0022  N4 1.007
10 H 0.4192 -1.5401 -0.7988  C5 1.106
11 H -0.2045 -1.8796 0.6965  C5 1.091
12 H -1.9716 -1.7819 -1.1371  C6 1.078
13 H -2.3899 -1.0097 0.2008  C6 1.100
14 H -2.7186 1.2485 -1.3327  S7 1.340

Atomic partial charges in e from the natural (NBO) method, atoms 1 to 8: atom 1 (O): -0.633, atom 2 (C): 0.883, atom 3 (O): -0.712, atom 4 (N): -0.640, atom 5 (C): -0.233, atom 6 (C): -0.559, atom 7 (S): -0.043, atom 8 (H): 0.496

---

Number 2 is which compound? C3H7NO2S

---

Number 3 is which compound? C3H7NO2S

---

orbital gap of number 3 (C3H7NO2S)? 10.3 eV